2 unconnected molecules or ions with the total composition C3H8O4 at a distorted geometry, computed with ωB97M-V/def2-TZVPD.

```
! wB97M-V def2-TZVPD RIJCOSX def2/J DEFGRID3
* xyz 0 1
O 2.64 0.08 -2.83
C 2.67 0.83 -1.85
O 2.12 0.58 -0.67
C 1.13 -0.41 -0.41
C -0.23 0.27 -0.03
O -1.24 -0.69 0.34
H 3.41 1.64 -1.74
H 1.52 -1.09 0.36
H 0.90 -1.02 -1.31
H -0.56 0.92 -0.87
H 0.07 0.93 0.80
H -1.22 -1.44 -0.28
O -3.81 0.15 3.01
H -3.24 -0.02 2.22
H -4.17 -0.73 3.25
*
```

Values from the calculation:
Gap between HOMO and LUMO = 11.47 eV
Energy above the lowest of the compared OMol25 structures with the same formula, charge and spin = 34.1 kcal/mol
HOMO = -10.93 eV

***

A single C5H10O molecule at a distorted geometry, computed with ωB97M-V/def2-TZVPD.

```
! wB97M-V def2-TZVPD RIJCOSX def2/J DEFGRID3
* xyz 0 1
C -0.52 -0.67 -2.05
C -0.93 0.09 -1.04
C -0.01 1.13 -0.39
C 1.09 0.50 0.50
C 0.45 -0.52 1.48
O -0.89 -0.20 1.71
H -1.16 -1.48 -2.41
H 0.46 -0.54 -2.53
H -1.89 -0.08 -0.54
H -0.61 1.78 0.26
H 0.45 1.74 -1.17
H 1.64 1.29 1.04
H 1.84 -0.01 -0.13
H 0.54 -1.52 1.02
H 0.98 -0.52 2.45
H -1.43 -0.99 1.82
*
```

Values from the calculation:
Gap between HOMO and LUMO = 10.35 eV
Energy above the lowest of the compared OMol25 structures with the same formula, charge and spin = 30.2 kcal/mol
HOMO = -9.42 eV

***

A single C2H4N2S molecule at a distorted geometry, computed with ωB97M-V/def2-TZVPD.

```
! wB97M-V def2-TZVPD RIJCOSX def2/J DEFGRID3
* xyz 0 3
C -0.36 1.05 0.03
C 0.94 -0.26 0.02
N -1.47 0.50 0.11
N 0.38 -1.47 0.07
S 2.46 0.30 -0.18
H -0.09 2.16 0.07
H -2.25 1.14 0.24
H -0.61 -1.24 -0.11
H 1.00 -2.19 -0.25
*
```

Values from the calculation:
Gap between HOMO and LUMO (alpha / beta) = 6.54 / 6.97 eV
Energy above the lowest of the compared OMol25 structures with the same formula, charge and spin = 34.7 kcal/mol
HOMO (alpha / beta) = -5.49 / -9.37 eV

***

A molecular structure, C20H19Cl33F9IO2 at a distorted geometry, computed with ωB97M-V/def2-TZVPD.

```
! wB97M-V def2-TZVPD RIJCOSX def2/J DEFGRID3
* xyz 0 1
C -3.04 -0.45 3.97
C -3.57 -0.46 2.46
I -5.78 -0.61 2.60
C -3.05 -1.77 1.67
C -2.05 -1.45 0.47
O -2.70 -1.91 -0.77
C -3.21 -0.73 -1.39
O -4.41 -0.65 -1.73
C -0.65 -2.21 0.53
F -0.06 -2.30 -0.76
F -0.95 -3.56 0.89
C 0.37 -1.68 1.65
F -0.23 -1.65 2.93
F 1.38 -2.69 1.75
C 1.15 -0.34 1.29
F 1.91 -0.43 0.10
F 2.11 -0.13 2.32
C 0.27 0.99 1.23
F -0.12 1.29 -0.10
F 1.12 2.06 1.60
F -0.80 1.02 2.12
H -2.39 0.47 4.12
H -3.87 -0.38 4.75
H -2.42 -1.37 4.24
H -3.37 0.52 1.92
H -2.64 -2.52 2.43
H -3.99 -2.26 1.21
H -1.98 -0.32 0.37
H -2.54 0.18 -1.63
C -6.05 1.74 6.12
Cl -4.49 2.27 5.48
Cl -7.37 2.53 5.26
Cl -6.21 -0.02 6.02
H -6.10 2.02 7.17
C 4.69 -2.54 2.40
Cl 4.77 -4.31 2.35
Cl 5.34 -1.93 3.93
Cl 5.55 -1.85 1.03
H 3.64 -2.25 2.33
C -2.35 2.48 -4.41
Cl -3.73 1.39 -4.25
Cl -1.43 2.54 -2.90
Cl -1.32 1.99 -5.76
H -2.73 3.48 -4.62
C -3.97 1.56 -8.76
Cl -2.75 2.36 -9.76
Cl -3.27 0.14 -7.96
Cl -4.63 2.68 -7.57
H -4.77 1.23 -9.41
C -4.25 4.99 -1.74
Cl -5.53 5.79 -0.82
Cl -3.65 3.57 -0.86
Cl -4.83 4.54 -3.35
H -3.42 5.69 -1.85
C -9.60 -2.17 4.72
Cl -9.56 -3.94 4.66
Cl -9.01 -1.60 6.28
Cl -8.67 -1.48 3.38
H -10.64 -1.85 4.62
C 8.56 0.73 2.09
Cl 9.80 1.53 1.11
Cl 9.22 -0.72 2.87
Cl 7.91 1.85 3.29
H 7.75 0.42 1.43
C 10.91 -3.28 0.40
Cl 11.32 -3.09 -1.31
Cl 11.84 -2.15 1.39
Cl 9.18 -3.07 0.66
H 11.18 -4.29 0.70
C 7.09 -7.90 2.15
Cl 7.49 -7.70 0.44
Cl 7.98 -6.73 3.14
Cl 5.35 -7.72 2.41
H 7.38 -8.90 2.46
C 6.24 2.59 -0.85
Cl 5.40 3.31 0.53
Cl 7.65 3.57 -1.29
Cl 6.72 0.93 -0.48
H 5.56 2.57 -1.69
C -2.50 6.36 -10.30
Cl -1.15 7.29 -9.64
Cl -3.89 6.42 -9.20
Cl -2.95 6.95 -11.90
H -2.19 5.32 -10.39
*
```

Values from the calculation:
Gap between HOMO and LUMO = 9.35 eV
HOMO = -9.24 eV

***

Copy entry 4 word for word.
A molecular structure, C20H19Cl33F9IO2 at a distorted geometry, computed with ωB97M-V/def2-TZVPD.

```
! wB97M-V def2-TZVPD RIJCOSX def2/J DEFGRID3
* xyz 0 1
C -3.04 -0.45 3.97
C -3.57 -0.46 2.46
I -5.78 -0.61 2.60
C -3.05 -1.77 1.67
C -2.05 -1.45 0.47
O -2.70 -1.91 -0.77
C -3.21 -0.73 -1.39
O -4.41 -0.65 -1.73
C -0.65 -2.21 0.53
F -0.06 -2.30 -0.76
F -0.95 -3.56 0.89
C 0.37 -1.68 1.65
F -0.23 -1.65 2.93
F 1.38 -2.69 1.75
C 1.15 -0.34 1.29
F 1.91 -0.43 0.10
F 2.11 -0.13 2.32
C 0.27 0.99 1.23
F -0.12 1.29 -0.10
F 1.12 2.06 1.60
F -0.80 1.02 2.12
H -2.39 0.47 4.12
H -3.87 -0.38 4.75
H -2.42 -1.37 4.24
H -3.37 0.52 1.92
H -2.64 -2.52 2.43
H -3.99 -2.26 1.21
H -1.98 -0.32 0.37
H -2.54 0.18 -1.63
C -6.05 1.74 6.12
Cl -4.49 2.27 5.48
Cl -7.37 2.53 5.26
Cl -6.21 -0.02 6.02
H -6.10 2.02 7.17
C 4.69 -2.54 2.40
Cl 4.77 -4.31 2.35
Cl 5.34 -1.93 3.93
Cl 5.55 -1.85 1.03
H 3.64 -2.25 2.33
C -2.35 2.48 -4.41
Cl -3.73 1.39 -4.25
Cl -1.43 2.54 -2.90
Cl -1.32 1.99 -5.76
H -2.73 3.48 -4.62
C -3.97 1.56 -8.76
Cl -2.75 2.36 -9.76
Cl -3.27 0.14 -7.96
Cl -4.63 2.68 -7.57
H -4.77 1.23 -9.41
C -4.25 4.99 -1.74
Cl -5.53 5.79 -0.82
Cl -3.65 3.57 -0.86
Cl -4.83 4.54 -3.35
H -3.42 5.69 -1.85
C -9.60 -2.17 4.72
Cl -9.56 -3.94 4.66
Cl -9.01 -1.60 6.28
Cl -8.67 -1.48 3.38
H -10.64 -1.85 4.62
C 8.56 0.73 2.09
Cl 9.80 1.53 1.11
Cl 9.22 -0.72 2.87
Cl 7.91 1.85 3.29
H 7.75 0.42 1.43
C 10.91 -3.28 0.40
Cl 11.32 -3.09 -1.31
Cl 11.84 -2.15 1.39
Cl 9.18 -3.07 0.66
H 11.18 -4.29 0.70
C 7.09 -7.90 2.15
Cl 7.49 -7.70 0.44
Cl 7.98 -6.73 3.14
Cl 5.35 -7.72 2.41
H 7.38 -8.90 2.46
C 6.24 2.59 -0.85
Cl 5.40 3.31 0.53
Cl 7.65 3.57 -1.29
Cl 6.72 0.93 -0.48
H 5.56 2.57 -1.69
C -2.50 6.36 -10.30
Cl -1.15 7.29 -9.64
Cl -3.89 6.42 -9.20
Cl -2.95 6.95 -11.90
H -2.19 5.32 -10.39
*
```

Values from the calculation:
Gap between HOMO and LUMO = 9.35 eV
HOMO = -9.24 eV